Entry 1:
{"formula": "C28H26Br2ClN3O3Ti", "method": "ωB97M-V/def2-TZVPD", "elements": ["Ti", "Br", "C", "C", "C", "N", "C", "C", "C", "C", "C", "Br", "C", "C", "N", "H", "H", "H", "H", "H", "H", "C", "N", "C", "C", "C", "C", "C", "C", "C", "C", "H", "H", "H", "H", "H", "H", "H", "H", "H", "H", "H", "H", "C", "C", "C", "C", "Cl", "C", "C", "C", "O", "C", "C", "O", "O", "H", "H", "H", "H", "H", "H", "H", "H"], "coordinates": [[0.309, 1.349, 0.613], [6.527, -1.261, 0.978], [4.883, -0.348, 0.873], [4.745, 0.765, 0.047], [3.533, 1.415, 0.052], [2.480, 1.029, 0.781], [2.603, -0.083, 1.542], [3.810, -0.773, 1.628], [1.408, -0.494, 2.283], [1.261, -1.785, 2.780], [0.116, -2.112, 3.472], [-0.162, -3.863, 4.088], [-0.839, -1.124, 3.709], [-0.654, 0.112, 3.149], [0.413, 0.434, 2.380], [5.562, 1.110, -0.568], [3.393, 2.296, -0.562], [3.919, -1.617, 2.292], [2.023, -2.527, 2.595], [-1.724, -1.338, 4.291], [-1.389, 0.891, 3.290], [0.728, 4.154, -0.182], [0.339, 3.435, 1.053], [1.322, 3.747, 2.117], [-1.016, 3.910, 1.486], [-2.068, 2.833, 1.356], [-3.374, 3.069, 1.776], [-4.327, 2.072, 1.640], [-3.978, 0.847, 1.080], [-2.673, 0.617, 0.673], [-1.687, 1.607, 0.802], [0.628, 5.234, -0.043], [0.088, 3.844, -1.006], [1.764, 3.940, -0.442], [1.327, 4.820, 2.329], [2.322, 3.457, 1.802], [1.067, 3.207, 3.027], [-1.306, 4.768, 0.876], [-0.962, 4.261, 2.518], [-3.644, 4.026, 2.211], [-5.345, 2.252, 1.959], [-4.728, 0.072, 0.980], [-2.407, -0.348, 0.251], [-2.568, -2.473, -4.411], [-1.497, -3.377, -3.868], [-1.238, -4.619, -4.434], [-0.244, -5.436, -3.918], [0.039, -6.986, -4.631], [0.515, -5.033, -2.832], [0.268, -3.797, -2.259], [-0.729, -2.985, -2.772], [-1.002, -1.777, -2.151], [-0.234, -0.677, -2.576], [0.138, 0.139, -1.355], [0.322, 1.389, -1.409], [0.250, -0.427, -0.224], [-3.317, -3.040, -4.960], [-2.135, -1.740, -5.097], [-3.057, -1.928, -3.606], [-1.818, -4.949, -5.286], [1.286, -5.681, -2.439], [0.839, -3.461, -1.403], [-0.795, -0.048, -3.272], [0.690, -0.995, -3.070]], "forces_ev_per_angstrom": [[0.183, 1.441, -0.509], [-0.247, 0.136, -0.036], [0.249, 0.084, -0.137], [0.135, -0.229, 0.165], [-0.144, 0.263, -0.071], [0.595, -0.620, 0.207], [0.783, 0.390, -0.343], [-0.287, -0.092, 0.166], [-0.691, -0.133, 0.480], [0.338, 0.185, -0.108], [-0.303, 0.059, 0.137], [0.062, 0.163, -0.044], [0.148, -0.379, 0.131], [0.142, 0.304, -0.079], [0.426, -1.719, 1.868], [-0.012, 0.043, 0.009], [-0.036, -0.031, -0.027], [-0.018, -0.011, -0.033], [-0.026, -0.024, 0.044], [-0.010, 0.049, -0.007], [-0.053, -0.010, -0.116], [-0.062, 0.122, -0.111], [0.052, 1.196, 0.302], [0.018, 0.154, 0.005], [-0.384, -0.082, 0.040], [0.162, -0.141, -0.107], [-0.026, 0.064, 0.041], [0.018, 0.131, 0.002], [0.032, -0.148, -0.029], [-0.081, 0.082, -0.018], [-1.081, 0.363, 0.290], [0.056, 0.001, 0.041], [-0.015, 0.008, -0.001], [-0.020, -0.108, 0.024], [-0.016, -0.010, 0.003], [0.004, -0.041, -0.018], [-0.018, -0.021, 0.000], [0.094, 0.069, 0.030], [0.086, 0.004, -0.002], [-0.044, -0.014, -0.016], [0.006, -0.009, 0.025], [0.010, 0.008, -0.038], [-0.058, -0.027, 0.029], [0.090, -0.010, -0.005], [-0.039, 0.091, 0.111], [0.028, -0.010, 0.000], [-0.051, 0.147, 0.063], [0.030, -0.085, -0.055], [0.070, -0.067, -0.020], [-0.010, 0.037, 0.021], [0.004, -0.104, -0.154], [0.056, 0.068, -0.002], [-0.104, -0.005, 0.143], [-0.161, -0.283, -0.748], [0.270, -0.191, -1.090], [-0.105, -1.154, -0.503], [0.011, -0.003, -0.012], [-0.053, 0.013, -0.006], [-0.030, 0.006, -0.014], [-0.001, -0.039, 0.018], [-0.015, -0.012, -0.009], [-0.038, 0.012, 0.013], [0.034, 0.092, 0.034], [0.048, 0.027, 0.028]], "spin_multiplicity": 2, "e_tot_ha": -7930.13331, "homo_lumo_gap_ev": [6.42, 6.80], "homo_energy_ev": [-10.2, -10.8], "charge": 1, "de_lowest_kcal_mol": 17.4}



Entry 2:
{"formula": "C28H26BrFeN7O2S3", "method": "ωB97M-V/def2-TZVPD", "elements": ["Fe", "Br", "C", "C", "C", "C", "O", "C", "C", "N", "C", "C", "C", "C", "C", "C", "C", "C", "N", "C", "C", "H", "H", "H", "H", "H", "H", "H", "H", "H", "H", "N", "C", "N", "C", "C", "S", "C", "C", "S", "C", "N", "N", "H", "H", "H", "H", "H", "H", "S", "C", "C", "N", "C", "H", "H", "H", "C", "C", "C", "O", "H", "H", "H", "H", "H", "H", "H"], "coordinates": [[-0.459, 0.352, -0.923], [-5.016, -4.745, 1.541], [-4.016, -3.199, 1.122], [-4.643, -1.942, 1.151], [-3.939, -0.805, 0.846], [-2.579, -0.867, 0.483], [-1.936, 0.242, 0.216], [-1.954, -2.130, 0.485], [-0.559, -2.265, 0.233], [0.239, -1.308, -0.089], [1.594, -1.586, -0.365], [2.329, -2.650, 0.082], [3.678, -2.799, -0.315], [4.283, -1.877, -1.121], [3.558, -0.743, -1.560], [4.114, 0.294, -2.343], [3.354, 1.383, -2.659], [2.022, 1.440, -2.209], [1.467, 0.475, -1.515], [2.216, -0.611, -1.177], [-2.693, -3.292, 0.802], [-5.690, -1.879, 1.414], [-4.416, 0.166, 0.863], [-0.150, -3.271, 0.321], [1.897, -3.380, 0.753], [4.235, -3.655, 0.041], [5.318, -1.990, -1.414], [5.144, 0.220, -2.671], [3.750, 2.201, -3.243], [1.400, 2.297, -2.432], [-2.196, -4.254, 0.794], [1.950, 1.773, 1.360], [1.092, 2.618, 0.755], [0.144, 2.248, -0.080], [-0.523, 3.356, -0.587], [-0.093, 4.554, -0.147], [1.209, 4.332, 0.960], [-1.566, 3.045, -1.548], [-2.502, 3.837, -2.102], [-3.597, 2.875, -3.029], [-2.721, 1.451, -2.592], [-1.645, 1.704, -1.870], [-3.143, 0.218, -2.904], [1.570, 0.848, 1.616], [2.533, 2.177, 2.076], [-0.441, 5.535, -0.420], [-2.652, 4.895, -1.980], [-3.887, 0.109, -3.570], [-2.416, -0.503, -2.804], [-0.879, -1.441, 4.317], [0.667, -2.163, 4.209], [1.415, -1.514, 3.280], [0.780, -0.469, 2.661], [-0.427, -0.313, 3.119], [0.940, -3.005, 4.822], [2.426, -1.768, 2.998], [-1.107, 0.445, 2.756], [-0.637, -2.132, -4.324], [-0.087, -0.894, -3.626], [-0.257, 0.343, -4.504], [-0.737, -0.813, -2.370], [-0.137, -2.278, -5.283], [-1.708, -2.024, -4.510], [-0.483, -3.018, -3.708], [0.991, -1.061, -3.481], [-1.288, 0.438, -4.849], [0.381, 0.265, -5.385], [0.005, 1.254, -3.968]], "forces_ev_per_angstrom": [[0.518, 0.140, -0.249], [0.010, -0.004, -0.002], [-0.111, 0.091, 0.024], [0.023, -0.137, 0.011], [0.022, 0.104, -0.017], [0.075, 0.078, 0.228], [-0.319, -0.074, -0.288], [-0.074, -0.161, 0.008], [0.101, -0.090, 0.071], [0.229, 0.130, -0.110], [-0.049, 0.077, 0.011], [0.088, -0.057, 0.003], [-0.057, 0.053, -0.005], [-0.043, -0.021, 0.024], [0.089, 0.012, -0.036], [0.015, -0.027, 0.020], [-0.063, 0.033, 0.033], [0.062, -0.062, -0.070], [-0.102, 0.010, -0.366], [0.023, 0.088, 0.150], [0.138, 0.077, -0.032], [-0.003, 0.007, 0.001], [0.002, -0.006, 0.000], [-0.031, 0.011, 0.029], [-0.005, -0.001, -0.010], [0.002, -0.003, -0.002], [0.002, 0.001, -0.003], [-0.001, 0.000, -0.001], [0.001, 0.001, 0.001], [-0.004, 0.013, -0.026], [-0.004, -0.005, 0.000], [-0.052, -0.168, -0.002], [-0.013, 0.089, -0.153], [-0.208, -0.167, 0.560], [0.050, 0.003, -0.072], [0.056, 0.000, -0.045], [-0.002, -0.018, 0.026], [-0.009, -0.008, -0.002], [-0.044, 0.031, 0.040], [-0.025, 0.034, -0.015], [-0.003, -0.062, 0.099], [0.034, 0.053, -0.171], [0.031, 0.087, -0.084], [0.049, 0.092, 0.064], [0.027, -0.023, -0.008], [0.001, -0.001, -0.007], [0.008, 0.001, 0.003], [-0.003, -0.016, 0.016], [-0.001, -0.025, 0.095], [0.003, 0.020, -0.003], [-0.031, -0.043, -0.011], [-0.180, -0.085, 0.040], [0.166, 0.080, 0.047], [-0.037, -0.127, 0.032], [0.013, 0.002, -0.002], [0.026, 0.036, 0.042], [-0.011, 0.000, -0.005], [0.070, 0.063, -0.022], [0.155, -0.167, 0.149], [-0.051, -0.056, 0.020], [-0.579, 0.041, -0.033], [-0.024, -0.034, -0.006], [-0.002, 0.002, -0.008], [0.005, -0.004, 0.003], [0.008, 0.041, 0.033], [0.007, 0.019, 0.000], [0.012, -0.003, -0.001], [0.018, 0.033, -0.015]], "spin_multiplicity": 2, "e_tot_ha": -6648.56442, "homo_lumo_gap_ev": [6.98, 7.03], "homo_energy_ev": [-10.3, -10.4], "charge": 1}



Entry 3:
{"formula": "C28H26Cl2N4O12STi", "method": "ωB97M-V/def2-TZVPD", "elements": ["Ti", "C", "N", "C", "C", "O", "C", "O", "C", "C", "O", "N", "C", "C", "H", "H", "H", "H", "H", "H", "H", "H", "H", "H", "H", "H", "H", "H", "H", "H", "O", "C", "C", "O", "C", "C", "O", "C", "O", "O", "Cl", "C", "C", "C", "Cl", "C", "C", "C", "C", "N", "C", "C", "O", "H", "H", "H", "H", "N", "C", "C", "C", "C", "C", "C", "S", "O", "O", "O", "H", "H", "H", "H", "H", "H"], "coordinates": [[-0.709, 0.081, -0.522], [0.967, -4.831, -1.888], [1.051, -4.008, -0.692], [0.852, -4.689, 0.579], [1.097, -2.672, -0.729], [1.090, -1.954, 0.271], [1.124, -1.985, -2.090], [0.941, -0.592, -1.903], [2.125, 0.172, -1.615], [2.044, 0.633, -0.184], [0.854, 0.891, 0.243], [3.087, 0.806, 0.560], [2.974, 1.330, 1.921], [4.440, 0.523, 0.060], [1.473, -5.776, -1.697], [1.464, -4.357, -2.730], [-0.073, -5.036, -2.155], [1.610, -5.462, 0.708], [-0.136, -5.154, 0.602], [0.928, -3.965, 1.384], [0.302, -2.327, -2.715], [2.065, -2.165, -2.614], [2.133, 1.074, -2.231], [3.018, -0.407, -1.832], [1.963, 1.681, 2.095], [3.665, 2.167, 2.000], [3.232, 0.538, 2.626], [4.632, 1.133, -0.820], [4.541, -0.544, -0.144], [5.142, 0.808, 0.835], [-5.469, 2.597, -3.339], [-4.514, 2.171, -2.769], [-4.444, 1.781, -1.268], [-5.328, 1.879, -0.461], [-3.068, 1.302, -1.111], [-2.340, 1.387, -2.257], [-1.082, 1.006, -2.142], [-3.117, 1.906, -3.391], [-2.795, 2.096, -4.531], [-2.414, 0.835, -0.062], [-2.887, -4.085, -1.927], [-2.709, -3.507, -0.310], [-3.269, -4.243, 0.756], [-3.125, -3.825, 2.046], [-3.820, -4.754, 3.332], [-2.412, -2.635, 2.348], [-2.198, -2.098, 3.636], [-1.492, -0.935, 3.777], [-0.989, -0.288, 2.635], [-1.171, -0.773, 1.433], [-1.874, -1.923, 1.267], [-2.009, -2.350, -0.079], [-1.442, -1.604, -1.024], [-3.819, -5.146, 0.533], [-2.600, -2.611, 4.499], [-1.321, -0.500, 4.751], [-0.439, 0.643, 2.707], [-1.933, 3.969, 1.532], [-0.677, 4.037, 0.919], [0.463, 4.327, 1.673], [1.718, 4.294, 1.090], [1.871, 3.954, -0.249], [0.740, 3.697, -1.008], [-0.522, 3.741, -0.434], [3.506, 3.827, -0.961], [4.356, 3.460, 0.171], [3.798, 5.102, -1.563], [3.379, 2.722, -1.927], [-2.160, 4.686, 2.203], [-2.695, 3.860, 0.878], [0.359, 4.572, 2.724], [2.600, 4.513, 1.678], [0.845, 3.449, -2.057], [-1.400, 3.551, -1.042]], "forces_ev_per_angstrom": [[-0.141, -0.182, -0.360], [0.004, -0.006, 0.000], [0.000, -0.001, -0.011], [-0.011, -0.003, 0.000], [-0.019, 0.033, 0.009], [0.047, -0.021, 0.049], [-0.006, -0.032, -0.034], [0.078, 0.122, 0.115], [0.054, 0.014, -0.008], [-0.005, 0.063, 0.047], [-0.056, -0.123, -0.037], [-0.013, -0.036, 0.020], [0.009, -0.027, -0.017], [-0.024, 0.001, -0.010], [0.003, 0.001, -0.001], [-0.004, 0.001, -0.001], [0.002, -0.003, 0.003], [0.001, 0.000, 0.000], [-0.002, 0.002, 0.000], [0.003, -0.002, 0.001], [-0.011, 0.000, 0.015], [-0.005, 0.012, -0.005], [0.001, 0.007, -0.011], [-0.002, -0.015, 0.014], [0.004, -0.007, 0.000], [0.007, 0.012, -0.003], [0.011, 0.006, -0.003], [0.010, -0.002, -0.012], [0.001, -0.001, 0.008], [0.003, 0.030, -0.015], [0.003, 0.008, 0.004], [-0.018, -0.039, -0.017], [0.010, 0.045, -0.011], [-0.002, -0.006, 0.014], [0.058, 0.063, 0.032], [0.032, 0.053, 0.051], [-0.038, -0.146, -0.129], [0.012, 0.043, 0.010], [0.001, -0.014, 0.001], [-0.024, 0.107, 0.051], [-0.005, 0.001, 0.002], [0.081, -0.042, -0.007], [0.005, -0.004, -0.015], [0.006, 0.001, 0.005], [0.001, -0.002, 0.001], [-0.006, -0.007, -0.006], [0.001, 0.006, 0.008], [-0.004, 0.001, -0.008], [0.005, 0.006, -0.001], [0.018, -0.006, 0.012], [0.050, -0.025, 0.044], [-0.044, -0.009, 0.018], [-0.033, 0.097, 0.115], [-0.002, -0.002, 0.008], [-0.001, -0.001, 0.000], [0.000, 0.000, 0.001], [-0.005, 0.004, 0.001], [-0.334, -0.111, -0.180], [0.108, 0.034, 0.125], [-0.024, 0.024, -0.008], [-0.008, 0.021, -0.010], [0.011, 0.006, 0.055], [-0.065, 0.005, -0.070], [-0.003, 0.005, 0.013], [-0.021, -0.008, -0.109], [0.003, -0.005, 0.062], [0.008, 0.013, 0.018], [-0.007, -0.030, 0.077], [0.252, 0.038, 0.050], [0.014, -0.012, 0.033], [-0.017, -0.003, 0.008], [0.002, 0.004, -0.009], [0.023, 0.008, -0.002], [0.018, 0.037, 0.012]], "e_tot_ha": -4372.71564, "homo_lumo_gap_ev": 6.30, "homo_energy_ev": -8.0, "de_lowest_kcal_mol": 0.4}